A cluster of 4 separate species, C2H10NO5 in total in a non-equilibrium geometry, computed with ωB97M-V with the def2-TZVPD basis set.

Each atom is followed by the atoms it is bonded to, with distances in Å.
CARTESIAN COORDINATES (ANGSTROEM)
1 O 1.0964 -1.0224 -0.3413  C8 1.237
2 O 0.5556 2.6430 1.6517  H10 0.955, H11 1.004
3 O 2.0920 1.4410 -2.5993  H16 0.971, H18 0.964
4 O -1.6832 -1.2897 3.5571  H9 0.958, H17 0.981
5 O 0.2584 1.0453 -0.4502  C8 1.268
6 N -1.1982 -2.1992 -1.1391  C7 1.467, H12 1.012, H15 1.011
7 C -1.2628 -0.8047 -0.6878  N6 1.467, C8 1.559, H13 1.088, H14 1.097
8 C 0.1693 -0.2190 -0.4988  O1 1.237, O5 1.268, C7 1.559
9 H -0.9508 -0.6746 3.6033  O4 0.958
10 H -0.0061 3.1560 1.0739  O2 0.955
11 H 0.7682 1.9196 0.9883  O2 1.004
12 H -0.3972 -2.6232 -0.6892  N6 1.012
13 H -2.0316 -0.3569 -1.3141  C7 1.088
14 H -1.6668 -0.7393 0.3299  C7 1.097
15 H -0.9203 -2.3311 -2.1026  N6 1.011
16 H 2.3473 0.9913 -1.7771  O3 0.971
17 H -1.6163 -1.7606 2.6988  O4 0.981
18 H 1.2196 1.7223 -2.3014  O3 0.964

Values from the calculation:
HOMO energy: -5.02 eV
Energy relative to the best compared isomer or geometry (same formula, charge and spin): 16.83 kcal per mole
LUMO energy: 3.73 eV
Total charge: -1
Energy: -13966.1291 eV